Run P
Computed, not measured: 2 unconnected molecules or ions with the total composition CH3PSi, with ωB97M-V with the def2-TZVPD basis set.

Structure (XYZ):
```
6
Properties=species:S:1:pos:R:3:mulliken_charge:R:1
C -2.354 1.296 0.382 -0.1101
Si 2.633 0.613 -0.373 0.1082
P -3.098 -0.026 0.691 -0.3483
H -1.884 2.117 0.095 0.4606
H 2.452 1.604 -1.581 -0.0528
H 1.156 0.208 -0.269 -0.0576
```

As for the spin multiplicity: 1. The value obtained for the molecular weight is 74.1 g mol⁻¹. The calculation puts the LUMO energy at -0.0410 Eh. Its orbital gap is 7.72 eV.

---

Run Q
Computed, not measured: 2 unconnected molecules or ions with the total composition CH3PSi, with ωB97M-V with the def2-TZVPD basis set.

Structure (XYZ):
```
6
Properties=species:S:1:pos:R:3:mulliken_charge:R:1
C 0.371 -0.847 -0.542 -0.3277
Si -0.377 0.433 0.504 0.0358
P -0.509 0.117 -1.684 -0.0381
H 0.727 -1.789 -0.783 0.4481
H -1.141 0.023 1.579 -0.0576
H 0.928 2.064 0.925 -0.0605
```

As for the spin multiplicity: 1. The value obtained for the molecular weight is 74.1 g mol⁻¹. The calculation puts the LUMO energy at -0.0169 Eh. Its orbital gap is 8.40 eV.

---

What should be chosen as the least stable of them? Choose run P.